{"formula": "C42H117N9O15", "method": "wB97M-V/def2-TZVPD", "species": ["C", "C", "O", "O", "H", "H", "H", "H", "H", "H", "C", "C", "O", "O", "H", "H", "H", "H", "H", "H", "C", "C", "O", "O", "H", "H", "H", "H", "H", "H", "C", "C", "C", "O", "C", "N", "H", "H", "H", "H", "H", "H", "H", "H", "H", "H", "H", "C", "C", "C", "O", "C", "N", "H", "H", "H", "H", "H", "H", "H", "H", "H", "H", "H", "C", "C", "C", "O", "C", "N", "H", "H", "H", "H", "H", "H", "H", "H", "H", "H", "H", "C", "C", "C", "O", "C", "N", "H", "H", "H", "H", "H", "H", "H", "H", "H", "H", "H", "C", "C", "C", "O", "C", "N", "H", "H", "H", "H", "H", "H", "H", "H", "H", "H", "H", "C", "C", "C", "O", "C", "N", "H", "H", "H", "H", "H", "H", "H", "H", "H", "H", "H", "C", "C", "C", "O", "C", "N", "H", "H", "H", "H", "H", "H", "H", "H", "H", "H", "H", "C", "C", "C", "O", "C", "N", "H", "H", "H", "H", "H", "H", "H", "H", "H", "H", "H", "C", "C", "C", "O", "C", "N", "H", "H", "H", "H", "H", "H", "H", "H", "H", "H", "H"], "positions_angstrom": [[1.199, -0.854, 0.079], [-0.281, -0.755, 0.545], [-1.187, -0.386, -0.452], [1.836, -1.663, 1.138], [1.592, 0.153, -0.057], [1.215, -1.412, -0.857], [-0.330, -0.049, 1.374], [-0.723, -1.654, 0.974], [-2.126, -0.522, -0.310], [2.227, -2.427, 0.710], [2.944, -2.155, -4.644], [1.704, -2.303, -3.766], [1.950, -3.366, -2.864], [2.966, -3.038, -5.734], [3.873, -2.206, -4.076], [2.916, -1.146, -5.056], [0.880, -2.534, -4.441], [1.435, -1.430, -3.172], [2.446, -4.020, -3.362], [3.896, -3.244, -5.858], [4.979, -4.304, 0.494], [4.261, -3.530, -0.607], [2.873, -3.624, -0.344], [4.908, -3.745, 1.691], [6.000, -4.425, 0.132], [4.686, -5.333, 0.700], [4.606, -3.850, -1.590], [4.464, -2.461, -0.539], [2.430, -3.636, -1.195], [3.970, -3.813, 1.886], [-2.381, -3.208, 2.683], [-3.531, -4.270, 2.950], [-3.766, -4.409, 4.413], [-2.584, -5.004, 4.908], [-2.682, -5.250, 6.328], [-4.746, -3.725, 2.379], [-1.516, -3.269, 3.344], [-2.664, -2.156, 2.710], [-2.028, -3.330, 1.659], [-3.259, -5.192, 2.435], [-4.592, -5.103, 4.571], [-3.991, -3.469, 4.916], [-2.808, -4.389, 6.984], [-1.806, -5.739, 6.755], [-3.479, -5.929, 6.631], [-5.549, -4.309, 2.563], [-5.008, -2.913, 2.918], [-0.434, -1.270, 5.137], [0.977, -0.797, 5.036], [1.759, -0.496, 6.312], [3.108, -0.082, 5.981], [3.811, 0.422, 7.139], [1.528, -1.936, 4.349], [-0.920, -1.423, 4.174], [-0.926, -0.559, 5.801], [-0.601, -2.234, 5.617], [1.053, 0.063, 4.370], [1.846, -1.337, 7.000], [1.212, 0.197, 6.952], [4.769, 0.838, 6.826], [4.030, -0.365, 7.861], [3.264, 1.164, 7.720], [2.523, -1.847, 4.499], [1.374, -1.675, 3.386], [3.451, 1.548, 2.142], [4.670, 1.701, 3.067], [4.530, 2.828, 4.115], [5.835, 3.322, 4.492], [5.888, 4.056, 5.708], [5.010, 0.396, 3.549], [3.148, 2.429, 1.576], [2.572, 1.037, 2.534], [3.782, 0.925, 1.311], [5.451, 1.889, 2.331], [4.031, 2.265, 4.904], [3.860, 3.585, 3.707], [5.289, 3.546, 6.462], [5.556, 5.094, 5.679], [6.917, 4.111, 6.061], [5.702, 0.361, 4.284], [4.242, 0.005, 4.077], [-3.924, 0.576, 1.639], [-4.647, -0.320, 0.579], [-5.475, 0.452, -0.574], [-6.556, 1.140, -0.087], [-7.506, 1.639, -1.079], [-3.795, -1.411, 0.144], [-3.469, 0.056, 2.482], [-4.491, 1.470, 1.898], [-2.974, 0.788, 1.149], [-5.437, -0.832, 1.129], [-5.737, -0.298, -1.321], [-4.859, 1.174, -1.110], [-8.200, 2.328, -0.598], [-8.263, 0.904, -1.354], [-7.042, 2.132, -1.933], [-4.079, -1.770, -0.756], [-3.967, -2.231, 0.708], [4.323, 0.706, -1.905], [5.636, 1.527, -2.029], [6.011, 2.541, -0.884], [5.144, 3.670, -0.934], [5.121, 4.589, 0.127], [6.655, 0.613, -2.292], [3.535, 1.399, -1.608], [4.341, -0.004, -1.079], [4.037, 0.169, -2.810], [5.512, 2.202, -2.876], [7.004, 2.972, -1.006], [5.931, 2.143, 0.128], [5.390, 4.109, 1.067], [4.090, 4.941, 0.148], [5.809, 5.428, 0.018], [6.718, 0.006, -1.487], [7.489, 1.182, -2.248], [1.102, 1.781, -3.128], [1.255, 2.180, -4.653], [2.730, 2.655, -5.044], [2.512, 3.310, -6.345], [3.694, 3.726, -6.980], [0.931, 0.991, -5.406], [1.523, 0.788, -2.972], [0.046, 1.741, -2.861], [1.564, 2.385, -2.346], [0.449, 2.881, -4.873], [3.383, 1.788, -5.146], [3.281, 3.285, -4.345], [3.539, 4.275, -7.909], [4.193, 2.819, -7.319], [4.364, 4.331, -6.369], [1.729, 0.372, -5.390], [0.814, 1.184, -6.390], [-3.932, 3.946, -3.272], [-2.894, 3.305, -4.146], [-3.408, 2.014, -4.940], [-3.907, 0.966, -4.092], [-2.891, 0.205, -3.422], [-2.493, 4.270, -5.099], [-4.638, 4.521, -3.870], [-3.459, 4.615, -2.553], [-4.537, 3.238, -2.706], [-2.005, 3.089, -3.554], [-2.708, 1.609, -5.670], [-4.219, 2.339, -5.592], [-2.271, -0.311, -4.156], [-3.339, -0.616, -2.862], [-2.277, 0.770, -2.721], [-1.661, 3.900, -5.537], [-2.266, 5.158, -4.675], [-0.405, 3.122, 0.128], [-1.471, 4.044, -0.415], [-2.870, 3.666, 0.108], [-3.707, 4.718, -0.162], [-4.954, 4.448, 0.428], [-1.114, 5.441, -0.031], [-0.641, 2.892, 1.167], [0.599, 3.541, 0.067], [-0.579, 2.146, -0.325], [-1.384, 4.121, -1.499], [-2.706, 3.569, 1.182], [-3.291, 2.798, -0.399], [-5.746, 5.196, 0.410], [-4.865, 4.092, 1.455], [-5.387, 3.662, -0.191], [-1.670, 6.063, -0.599], [-1.445, 5.633, 0.904], [-5.713, -4.056, -1.592], [-4.865, -5.281, -1.347], [-3.422, -5.074, -0.975], [-2.719, -4.525, -2.106], [-1.436, -4.003, -1.756], [-5.636, -5.855, -0.268], [-5.310, -3.454, -2.406], [-5.688, -3.356, -0.757], [-6.694, -4.294, -2.002], [-4.975, -5.962, -2.191], [-3.030, -6.038, -0.651], [-3.458, -4.343, -0.166], [-0.771, -4.847, -1.575], [-1.486, -3.416, -0.839], [-0.967, -3.462, -2.578], [-5.639, -5.207, 0.507], [-6.609, -5.845, -0.537]], "forces_ev_per_angstrom": [[-1.5, -1.9, 1.5], [-0.8, -0.2, 0.8], [1.1, 1.6, -2.4], [-0.7, 2.3, -0.7], [0.5, -0.1, 0.2], [0.2, 0.1, -0.2], [0.2, 0.4, 0.2], [1.0, -0.7, 0.1], [-0.3, -0.9, 1.0], [0.3, -0.5, -0.5], [-0.4, 2.0, 0.1], [0.8, -0.6, -0.6], [-0.4, -0.4, 0.2], [0.0, -0.8, 0.2], [-0.1, -0.1, 0.4], [0.1, 0.4, 0.0], [-0.3, -0.1, 0.0], [0.3, 0.1, -0.2], [-0.1, -0.4, -0.1], [0.0, -0.3, -0.4], [1.3, -1.8, -3.2], [0.0, 0.0, 1.0], [-0.3, -0.7, -0.2], [-0.3, 2.3, 3.1], [0.5, 0.4, 0.4], [-0.7, -0.5, -1.4], [-0.5, -0.4, -0.2], [0.8, 0.1, 0.2], [-0.5, 0.2, -0.3], [-0.1, 0.4, 0.8], [-0.1, -0.7, -0.4], [0.9, 2.5, -0.3], [1.0, -1.7, 0.3], [0.0, -0.1, 2.4], [0.3, -0.5, 0.4], [-0.9, 0.5, -0.9], [-0.2, -0.6, 0.0], [-0.7, 0.0, 0.3], [0.1, -0.2, -0.1], [-0.1, -0.1, 0.4], [-0.4, -0.1, 0.2], [0.0, 0.3, -0.1], [-0.1, 0.7, -0.6], [0.4, 0.0, -0.8], [-0.5, -0.1, -0.6], [0.0, -0.7, -0.2], [0.2, 0.6, 0.0], [-1.6, 1.0, 1.9], [0.2, -1.1, 0.0], [0.1, -0.3, 0.4], [-0.7, 0.7, 1.0], [-0.1, -0.6, -0.2], [1.9, -0.1, -0.5], [0.1, 0.7, 0.0], [-1.0, 0.3, -0.4], [0.8, -0.1, 0.2], [-0.2, 0.6, 0.3], [-0.1, -0.7, -0.3], [0.2, 0.9, -0.3], [-0.2, 0.0, -0.2], [0.0, -0.4, -0.1], [-0.3, 0.3, -0.4], [0.6, -0.5, -0.5], [0.4, -0.8, -0.7], [0.1, -0.3, -0.8], [0.1, 0.7, -1.2], [0.7, -1.0, -0.6], [-0.8, 0.0, -0.2], [-0.1, -0.4, 0.2], [-0.2, -1.2, 1.0], [0.0, 0.6, 0.6], [0.0, 0.1, 0.4], [0.1, -0.5, 0.1], [0.4, 0.9, 0.3], [-0.1, 0.6, 0.8], [0.2, 0.5, 0.2], [0.0, 0.0, 0.2], [-0.4, 0.1, -0.6], [0.1, -0.3, -0.2], [0.8, 0.6, -0.3], [-0.7, -0.1, -0.2], [0.9, -0.5, -1.9], [-2.3, 0.5, 1.4], [2.1, -0.9, 0.1], [-2.0, 0.8, 0.2], [-0.2, -0.3, 1.2], [0.7, 0.2, -1.2], [-1.1, -0.4, 0.4], [0.2, -0.2, 0.1], [0.1, 1.1, -0.3], [-0.6, 0.3, 0.1], [-0.3, -0.4, -0.1], [0.7, 0.1, -0.2], [0.7, 0.5, 0.4], [0.7, -0.8, -0.6], [0.2, -0.2, 0.0], [-0.1, 0.2, -0.5], [0.1, -0.1, 0.7], [-0.1, 1.3, 1.1], [-2.1, 1.3, 0.5], [-1.1, 0.7, 0.3], [-0.7, -0.4, -1.1], [0.0, -0.5, 0.2], [1.9, -0.6, -0.1], [-0.3, 0.0, -0.3], [0.4, -0.2, 0.1], [0.3, 0.2, -0.1], [0.0, 0.0, -0.4], [0.6, -0.7, -0.3], [0.2, -0.6, 0.1], [-0.2, -0.1, 0.3], [0.1, 0.3, 0.3], [0.1, 0.1, -0.4], [0.2, -0.5, 0.1], [0.8, -0.4, -0.3], [0.2, 0.1, -0.6], [1.6, -0.5, 1.8], [-1.9, 0.8, -1.2], [-0.1, 0.0, 1.4], [0.7, -0.8, -0.6], [-0.5, -0.6, -0.5], [-0.1, -0.1, -0.1], [-0.1, -0.2, -0.1], [0.2, 0.5, -0.5], [0.6, 0.7, -0.2], [-0.1, -0.4, -0.3], [-0.5, 0.6, 0.1], [-0.8, 0.2, 0.2], [0.6, -0.1, 0.1], [-0.1, -0.1, 0.3], [0.0, -0.3, 0.2], [-0.1, 0.3, -0.2], [-0.7, -0.1, 0.6], [-1.8, 1.1, -0.7], [-0.8, -2.0, 0.3], [1.0, 1.8, -0.4], [-0.1, -0.9, -0.5], [1.8, -1.5, 1.1], [0.1, 0.0, -0.1], [-0.1, 0.0, 0.1], [0.3, -0.2, 0.0], [0.7, -1.0, 0.2], [0.9, 0.1, 0.5], [-0.5, 0.2, 0.6], [0.4, 0.4, -0.2], [-0.5, 0.4, 0.1], [0.1, 0.5, 0.0], [0.2, 0.3, -1.1], [-0.7, 0.8, -0.3], [-1.0, -0.8, 0.2], [0.7, 1.5, 0.5], [1.8, 0.2, -1.0], [-1.1, 2.0, 0.3], [-1.1, -1.0, -0.5], [-0.2, -0.4, -0.2], [0.2, 0.4, 0.4], [-0.1, -0.3, -0.3], [0.7, -0.2, -0.4], [-0.3, -0.6, -0.4], [-0.5, -0.6, 0.3], [0.2, -0.7, 0.4], [0.8, 0.9, -0.2], [0.1, 0.0, 0.1], [-0.3, -0.7, 0.3], [-0.1, 0.2, -0.1], [0.1, 0.0, 0.4], [1.5, 1.9, -2.4], [-2.0, 0.2, -0.3], [-0.3, 0.6, -0.9], [-0.2, 0.3, 0.5], [0.0, -1.1, 0.2], [0.3, -1.8, 1.6], [0.4, 0.3, -0.4], [-0.5, -0.4, 0.4], [-0.2, -0.2, 0.7], [0.4, 0.0, -0.2], [0.4, 0.1, 0.1], [0.5, 0.0, 0.4], [0.2, -0.1, 0.2], [0.0, 0.4, -0.1], [-0.5, 0.2, -0.1], [0.3, 0.1, 0.3], [-0.1, -0.4, -0.2]], "relative_energy_kj_mol": 0.00, "e_homo_ev": [-10.1916, -10.1916], "total_energy_ha": -3291.1080, "s2": 0.756, "multiplicity": 2, "total_charge": 1, "homo_lumo_gap_ha": [0.28610, 0.06883]}